11 unconnected molecules or ions with the total composition C42H116N10O11 in a non-equilibrium geometry. Source: OMol25; level of theory: ωB97M-V/def2-TZVPD.

The LUMO energy (spin up / spin down) comes out at -1.79 / -7.87 eV. Its charge is +1. The spin multiplicity is 2. The energy above the lowest of the compared OMol25 structures with the same formula, charge and spin comes out at 0.0 kcal/mol. For the molecular weight, the calculation gives 937.45 g/mol. For the gap between HOMO and LUMO (spin up / spin down), the calculation gives 0.3225 / 0.0989 Ha. The calculation puts the HOMO energy (spin up / spin down) at -10.6 / -10.6 eV. For the total energy, the calculation gives -3044.41929 Ha.

Structure (XYZ):
```
179
C42H116N10O11, DFT ωB97M-V/def2-TZVPD
C -0.350 -0.963 -0.083
C 0.646 0.140 -0.382
O 0.261 1.460 -0.038
H -1.298 -0.906 -0.620
H -0.448 -1.128 0.990
H 0.061 -1.938 -0.344
H 0.825 0.166 -1.457
H 1.609 -0.172 0.021
H 0.963 2.042 -0.339
C 1.259 -2.306 -4.207
C 1.521 -3.748 -3.622
C 0.300 -4.453 -3.038
O -0.032 -4.071 -1.713
C -1.357 -4.361 -1.324
N 2.086 -4.520 -4.735
H 0.354 -2.271 -4.814
H 2.042 -1.874 -4.830
H 1.169 -1.627 -3.359
H 2.251 -3.643 -2.819
H 0.467 -5.524 -3.147
H -0.536 -4.292 -3.719
H -1.601 -5.403 -1.528
H -2.052 -3.787 -1.937
H -1.493 -4.141 -0.265
H 2.967 -4.084 -4.967
H 2.521 -5.312 -4.282
C 1.773 0.608 7.406
C 2.460 1.843 6.930
C 1.998 2.166 5.475
O 2.567 1.246 4.541
C 1.950 1.391 3.246
N 2.000 2.966 7.757
H 1.941 -0.263 6.773
H 0.686 0.668 7.468
H 2.210 0.310 8.359
H 3.536 1.758 7.080
H 2.304 3.183 5.231
H 0.920 2.121 5.318
H 1.041 0.791 3.252
H 2.679 0.945 2.569
H 1.836 2.427 2.927
H 2.666 3.700 7.559
H 2.223 2.704 8.707
C -2.849 1.522 2.367
C -2.859 2.731 1.428
C -1.728 3.656 1.838
O -2.063 4.260 3.093
C -1.039 5.043 3.701
N -2.693 2.184 0.066
H -2.748 1.840 3.405
H -2.029 0.824 2.196
H -3.699 0.856 2.221
H -3.822 3.213 1.596
H -1.710 4.432 1.072
H -0.741 3.198 1.892
H -1.433 5.501 4.608
H -0.601 5.801 3.051
H -0.239 4.323 3.874
H -2.606 2.987 -0.540
H -1.742 1.855 0.156
C 4.368 0.503 -1.762
C 4.969 1.028 -0.438
C 5.828 2.289 -0.693
O 4.937 3.330 -1.156
C 5.660 4.548 -1.290
N 3.872 1.251 0.470
H 5.142 0.169 -2.453
H 3.912 1.342 -2.289
H 3.698 -0.340 -1.599
H 5.573 0.247 0.023
H 6.725 2.066 -1.271
H 6.226 2.516 0.296
H 6.600 4.355 -1.806
H 5.869 4.884 -0.274
H 5.033 5.211 -1.886
H 3.220 1.964 0.179
H 4.251 1.739 1.269
C -1.107 -1.301 -8.961
C -0.911 -0.786 -7.562
C -1.866 -1.402 -6.568
O -1.702 -0.620 -5.379
C -2.368 -1.134 -4.247
N 0.485 -0.891 -7.187
H -2.080 -0.934 -9.290
H -1.063 -2.381 -9.098
H -0.397 -0.884 -9.675
H -1.169 0.273 -7.608
H -1.772 -2.486 -6.511
H -2.816 -1.099 -7.007
H -2.086 -2.178 -4.115
H -3.444 -1.053 -4.401
H -2.104 -0.506 -3.395
H 0.514 -0.709 -6.194
H 0.635 -1.890 -7.156
C 1.989 4.902 0.726
C 1.440 4.500 -0.592
C 1.614 5.635 -1.625
O 0.943 5.287 -2.883
C 0.961 6.259 -3.921
N 2.121 3.259 -0.976
H 1.726 4.164 1.484
H 1.601 5.865 1.058
H 3.070 5.037 0.735
H 0.362 4.363 -0.503
H 2.657 5.834 -1.873
H 1.124 6.520 -1.221
H 0.424 5.961 -4.821
H 1.976 6.391 -4.295
H 0.594 7.189 -3.487
H 3.086 3.536 -0.864
H 1.899 3.209 -1.960
C 2.056 -8.626 0.647
C 2.922 -7.380 0.759
C 2.190 -6.060 0.651
O 3.083 -5.008 0.646
C 2.572 -3.688 0.705
N 3.520 -7.484 2.053
H 1.569 -8.598 -0.328
H 1.279 -8.790 1.393
H 2.743 -9.471 0.597
H 3.665 -7.390 -0.038
H 1.403 -6.021 1.404
H 1.652 -6.012 -0.295
H 1.860 -3.482 -0.094
H 3.409 -3.002 0.578
H 2.092 -3.464 1.657
H 3.914 -6.556 2.110
H 4.241 -8.189 1.983
C -0.760 2.374 -3.294
C -2.193 2.719 -3.422
C -2.447 4.157 -2.998
O -2.150 4.528 -1.656
C -2.271 5.893 -1.380
N -2.600 2.322 -4.753
H -0.170 2.947 -4.009
H -0.631 1.322 -3.549
H -0.343 2.609 -2.315
H -2.761 2.056 -2.770
H -3.514 4.239 -3.206
H -1.910 4.753 -3.737
H -1.824 6.095 -0.406
H -3.314 6.198 -1.302
H -1.808 6.492 -2.164
H -2.166 2.951 -5.413
H -2.164 1.431 -4.942
C -4.987 -2.281 -1.990
C -5.314 -2.263 -0.519
C -4.195 -1.951 0.463
O -4.620 -2.418 1.740
C -3.641 -2.245 2.787
N -6.453 -1.402 -0.257
H -4.328 -1.458 -2.267
H -5.902 -2.152 -2.569
H -4.509 -3.236 -2.206
H -5.590 -3.292 -0.286
H -3.929 -0.894 0.484
H -3.392 -2.577 0.075
H -3.803 -1.324 3.346
H -2.627 -2.303 2.390
H -3.858 -3.054 3.485
H -6.279 -0.409 -0.315
H -6.554 -1.455 0.746
C -2.292 -4.322 6.660
C -2.515 -2.952 7.252
C -1.596 -1.770 6.731
O -1.634 -1.809 5.281
C -0.763 -1.003 4.542
N -3.872 -2.523 7.000
H -2.385 -4.158 5.587
H -2.990 -5.100 6.969
H -1.264 -4.576 6.922
H -2.355 -3.009 8.329
H -0.588 -1.937 7.112
H -1.936 -0.795 7.080
H 0.274 -1.306 4.688
H -0.825 0.049 4.823
H -0.924 -1.118 3.470
H -4.008 -2.363 6.012
H -4.031 -1.576 7.313
```